C34H61BrClN5 | ωB97M-V/def2-TZVPD

Each line ends with the Löwdin charge.
Geometry (Å):
C  -5.5681  1.4269  2.0315  0.0826
C  -5.3704  2.1448  1.0554  -0.0941
C  -4.8519  3.3244  0.1858  -0.1127
C  -5.5872  4.6196  0.3066  0.0248
C  -5.1396  5.8602  -0.4872  -0.2356
C  -5.8880  7.2517  -0.3627  -0.1729
C  -4.8770  8.2888  0.3433  -0.6613
C  -5.6172  9.4811  1.0718  -0.1571
Cl  -3.8423  7.4186  1.6126  0.5591
C  -3.9675  5.6886  -1.3692  0.0227
C  -3.1999  4.3719  -1.5018  -0.1624
N  -2.0848  4.3750  -2.3552  0.1368
C  -1.4649  3.1490  -2.4015  -0.2564
C  -0.1681  3.0288  -3.2948  -0.6211
Br  1.4248  2.7479  -2.1346  0.6907
C  -0.2419  1.8908  -4.3966  -0.2665
C  1.1408  1.9170  -5.2361  -0.1463
C  -1.9654  1.9353  -1.6484  -0.0485
N  -3.0516  1.8905  -0.8056  0.1232
C  -3.6409  3.1631  -0.7448  -0.1521
H  -5.7124  0.5944  2.7701  0.0513
H  -6.4789  4.6816  0.9847  0.1123
H  -6.8403  7.1873  0.2394  0.1146
H  -6.1348  7.6173  -1.4150  0.1268
H  -4.1323  8.6350  -0.4412  0.1027
H  -6.2439  10.1199  0.3652  0.0885
H  -6.2358  9.0985  1.9495  0.0841
H  -4.8016  10.1259  1.5406  0.0758
H  -3.6245  6.5776  -1.9829  0.1167
H  0.0025  4.0281  -3.8133  0.1033
H  -0.2691  0.8955  -3.8444  0.0910
H  -1.1025  1.9978  -5.1164  0.1177
H  1.8465  1.1241  -4.8348  0.0665
H  1.6294  2.9367  -5.1183  0.0647
H  0.9694  1.6803  -6.3308  0.0725
H  -1.3909  0.9658  -1.7900  0.1129
C  1.5268  -0.9683  -1.3397  -0.1032
C  1.0575  -0.8085  0.1003  -0.2712
N  0.0134  -1.7485  0.4841  -0.1892
C  -0.6219  -1.4164  1.7550  -0.2453
C  0.2410  -1.4693  3.0161  -0.0910
C  0.3186  -3.1595  0.2891  -0.2462
C  1.5496  -3.7267  0.9991  -0.0804
H  0.6877  -0.8994  -2.0378  0.0654
H  2.2350  -0.1747  -1.5879  0.0413
H  2.0379  -1.9206  -1.5013  0.0632
H  0.6653  0.2098  0.1978  0.1055
H  1.9297  -0.8720  0.7664  0.1000
H  -1.4966  -2.0593  1.8996  0.1126
H  -1.0329  -0.4038  1.6707  0.1096
H  0.4351  -2.4954  3.3305  0.0551
H  -0.2875  -0.9833  3.8411  0.0732
H  1.1953  -0.9528  2.8918  0.0556
H  0.4364  -3.3383  -0.7851  0.0850
H  -0.5537  -3.7613  0.5645  0.1166
H  2.4186  -3.0701  0.9222  0.0693
H  1.8249  -4.6837  0.5459  0.0648
H  1.3536  -3.9227  2.0534  0.0545
C  3.8776  -2.1322  5.6953  -0.0890
C  4.4950  -0.9754  6.4715  -0.2728
N  4.9902  0.1018  5.6254  -0.1958
C  5.8186  1.0642  6.3438  -0.2524
C  5.1550  1.8935  7.4441  -0.0912
C  4.0296  0.6791  4.6943  -0.2481
C  2.7470  1.2794  5.2732  -0.0849
H  4.5782  -2.5310  4.9577  0.0800
H  3.6175  -2.9413  6.3824  0.0731
H  2.9600  -1.8364  5.1811  0.0545
H  5.3345  -1.3856  7.0428  0.1173
H  3.7638  -0.6129  7.2078  0.0985
H  6.2866  1.7444  5.6243  0.1113
H  6.6553  0.5171  6.7936  0.1082
H  4.5221  2.6797  7.0316  0.0542
H  5.9244  2.3913  8.0409  0.0703
H  4.5588  1.2835  8.1254  0.0664
H  3.7444  -0.0953  3.9741  0.0944
H  4.5289  1.4384  4.0836  0.1153
H  2.2948  0.6461  6.0392  0.0686
H  2.0084  1.4013  4.4755  0.0676
H  2.9196  2.2690  5.6965  0.0538
C  0.3035  -8.2032  -5.1456  -0.0930
C  0.0747  -6.7726  -5.6169  -0.2750
N  -0.7189  -5.9702  -4.6960  -0.1951
C  -1.1651  -4.7057  -5.2710  -0.2503
C  -0.0967  -3.6766  -5.6440  -0.0888
C  -0.2289  -5.8922  -3.3260  -0.2460
C  1.1829  -5.3465  -3.1041  -0.0850
H  -0.6437  -8.7059  -4.9360  0.0793
H  0.8193  -8.7708  -5.9241  0.0722
H  0.9261  -8.2438  -4.2489  0.0637
H  -0.4542  -6.8321  -6.5739  0.1174
H  1.0489  -6.3089  -5.8269  0.0982
H  -1.8846  -4.2355  -4.5923  0.1122
H  -1.7429  -4.9330  -6.1743  0.1084
H  0.3132  -3.1819  -4.7627  0.0502
H  -0.5439  -2.8938  -6.2634  0.0697
H  0.7241  -4.1143  -6.2153  0.0668
H  -0.2755  -6.8949  -2.8887  0.1019
H  -0.9313  -5.3070  -2.7233  0.1133
H  1.9078  -5.7556  -3.8107  0.0696
H  1.5243  -5.6120  -2.0991  0.0660
H  1.2091  -4.2581  -3.1686  0.0457

Values from the calculation:
Max |F| in hartree/bohr: 0.0898
HOMO in eV: -8.1
DFT total energy in eV: -126257.3147
Total charge: 0
SMILES: C#Cc1cc(C[C@@H](C)Cl)cc2nc([C@@H](Br)CC)cnc12.CCN(CC)CC.CCN(CC)CC.CCN(CC)CC
Orbital gap in eV: 7.3


C34H61BrIrN2SSi | ωB97M-V/def2-TZVPD

Each line ends with the Löwdin spin population.
Geometry (Å):
Ir  0.5145  0.1827  0.5005  2.3415
C  -1.6719  0.8528  1.1548  0.1786
C  -0.6549  1.6670  1.7582  0.1830
C  -0.1528  0.8708  2.8976  0.2471
C  -1.0120  -0.2448  3.0225  0.2998
C  -1.9644  -0.2740  1.9733  0.2961
C  -3.1148  -1.2164  1.8027  0.0289
C  -3.4175  -1.4397  0.3179  0.0073
C  -2.8594  -2.5549  2.4978  0.0047
C  -4.3240  -0.5247  2.4712  0.0306
C  1.1243  1.0131  3.7163  0.0169
C  1.3330  -0.2405  4.5756  0.0016
C  1.0905  2.2202  4.6627  0.0118
C  2.3135  1.1039  2.7449  0.0611
C  -0.6539  3.1748  1.4808  0.0227
C  0.7229  3.8283  1.3871  0.0069
C  -1.4030  3.4630  0.1730  0.0008
C  -1.4620  3.8102  2.6293  0.0165
H  -2.2886  1.1760  0.3324  0.0075
H  -0.9295  -0.9920  3.7946  0.0091
H  -2.5649  -1.8771  -0.2065  0.0021
H  -3.6998  -0.5163  -0.1887  0.0001
H  -4.2544  -2.1303  0.2195  0.0007
H  -2.0210  -3.0961  2.0576  0.0007
H  -3.7442  -3.1833  2.3992  0.0004
H  -2.6730  -2.4324  3.5653  0.0000
H  -4.5452  0.4359  2.0038  0.0008
H  -4.1533  -0.3621  3.5359  0.0008
H  -5.2010  -1.1632  2.3622  0.0052
H  0.5519  -0.3530  5.3278  0.0002
H  2.2810  -0.1545  5.1053  -0.0001
H  1.3706  -1.1519  3.9742  0.0029
H  0.2276  2.1670  5.3274  0.0006
H  1.0610  3.1733  4.1441  0.0001
H  1.9862  2.2110  5.2846  0.0021
H  2.3075  0.2630  2.0174  0.0227
H  3.2568  0.9795  3.2806  0.0086
H  2.3584  2.0394  2.1951  0.0014
H  1.3093  3.3918  0.5769  0.0012
H  1.2927  3.7648  2.3083  0.0000
H  0.5920  4.8886  1.1681  0.0004
H  -0.9982  2.9001  -0.6706  -0.0001
H  -1.3115  4.5236  -0.0580  -0.0001
H  -2.4684  3.2496  0.2547  0.0002
H  -0.9460  3.7381  3.5844  0.0008
H  -2.4399  3.3367  2.7309  0.0004
H  -1.6242  4.8661  2.4101  0.0030
C  3.7931  -5.7800  0.8179  -0.0033
C  3.5263  -4.3433  0.5280  -0.0039
C  4.4767  -3.4959  -0.0432  0.0629
C  4.1382  -2.1718  -0.2525  -0.0005
N  2.9317  -1.6932  0.0636  0.0728
C  2.1031  -2.5924  0.5660  0.0515
S  0.4707  -2.0410  0.9982  0.6752
N  2.3091  -3.8696  0.8303  0.0592
H  4.8420  -6.0300  0.6805  0.0000
H  3.1926  -6.4006  0.1510  -0.0013
H  3.4919  -6.0143  1.8379  -0.0009
H  5.4576  -3.8629  -0.3080  0.0032
H  4.8483  -1.4713  -0.6750  -0.0009
C  4.8446  1.7323  -0.7584  0.0017
C  4.5531  2.9714  -1.6166  0.0038
C  5.8181  3.3177  -2.4436  0.0015
C  4.2962  4.1353  -0.6494  0.0002
Si  3.1792  2.7325  -2.9073  0.0219
Br  1.5496  1.1741  -1.5254  0.2036
C  2.0624  4.2037  -3.3001  0.0043
C  3.0192  5.2853  -3.8670  0.0017
C  1.0089  3.8855  -4.3687  0.0006
C  1.3374  4.7754  -2.0787  0.0017
C  3.4618  1.4364  -4.2671  0.0050
C  4.1865  2.2207  -5.3934  0.0020
C  2.1970  0.8085  -4.8743  0.0022
C  4.3600  0.2830  -3.8008  0.0010
H  5.7088  1.9582  -0.1287  0.0001
H  5.0869  0.8446  -1.3392  0.0001
H  4.0084  1.4916  -0.1012  0.0009
H  6.6328  3.5216  -1.7444  0.0004
H  5.6916  4.2135  -3.0538  0.0000
H  6.1436  2.5056  -3.0911  0.0000
H  5.1593  4.2172  0.0156  0.0000
H  3.4181  3.9649  -0.0258  0.0001
H  4.1852  5.0977  -1.1448  0.0000
H  3.5106  4.9741  -4.7890  0.0000
H  3.7861  5.5972  -3.1587  0.0000
H  2.4228  6.1695  -4.1053  0.0005
H  1.4465  3.5858  -5.3190  0.0000
H  0.4316  4.7936  -4.5560  0.0000
H  0.3113  3.1106  -4.0470  0.0004
H  2.0107  5.2068  -1.3415  0.0000
H  0.7206  4.0262  -1.5893  0.0013
H  0.6759  5.5746  -2.4225  0.0000
H  3.5583  2.9969  -5.8288  0.0000
H  4.4251  1.5157  -6.1936  0.0005
H  5.1257  2.6740  -5.0760  0.0000
H  1.5651  1.5241  -5.3927  0.0000
H  1.5903  0.2824  -4.1403  0.0015
H  2.5212  0.0719  -5.6129  0.0001
H  5.3440  0.6035  -3.4618  0.0000
H  4.5143  -0.3899  -4.6471  0.0001
H  3.8833  -0.2919  -3.0040  0.0008

Values from the calculation:
Max |F| in hartree/bohr: 0.0105
Multiplicity: 6
HOMO (alpha / beta) in eV: -13.8 / -14.9
DFT total energy in eV: -130806.8750
Total charge: +2
Orbital gap (alpha / beta) in eV: 8.7 / 6.2